{"formula": "C20H25NO5S", "method": "ωB97M-V with the def2-TZVPD basis set", "species": ["C", "C", "O", "C", "C", "C", "C", "C", "C", "H", "N", "C", "O", "C", "C", "H", "H", "S", "O", "O", "C", "C", "C", "C", "C", "C", "H", "H", "C", "H", "H", "H", "H", "H", "H", "H", "H", "O", "C", "C", "H", "H", "H", "H", "H", "H", "H", "H", "H", "H", "H", "H"], "coordinates": [[5.34, 2.24, 0.13], [4.93, 1.31, 1.27], [4.55, 0.03, 0.82], [3.35, -0.15, 0.20], [3.13, -1.41, -0.35], [1.93, -1.72, -0.96], [0.91, -0.78, -1.05], [1.15, 0.50, -0.53], [2.34, 0.81, 0.10], [2.46, 1.80, 0.50], [0.14, 1.49, -0.61], [-0.61, 1.74, -1.71], [-0.37, 1.33, -2.82], [-1.83, 2.60, -1.39], [-2.89, 1.75, -0.71], [-3.86, 2.25, -0.69], [-2.98, 0.78, -1.18], [-2.51, 1.45, 1.06], [-1.50, 2.39, 1.49], [-3.76, 1.47, 1.76], [-1.82, -0.20, 1.20], [-0.60, -0.39, 1.81], [-0.06, -1.66, 1.90], [-0.75, -2.75, 1.38], [-2.00, -2.55, 0.80], [-2.54, -1.28, 0.71], [-3.51, -1.12, 0.27], [-2.55, -3.39, 0.41], [-0.15, -4.12, 1.46], [0.89, -4.10, 1.12], [-0.70, -4.83, 0.86], [-0.14, -4.47, 2.49], [0.90, -1.81, 2.36], [-0.08, 0.47, 2.21], [-1.56, 3.43, -0.74], [-2.22, 3.00, -2.33], [-0.10, 1.98, 0.25], [-0.33, -1.03, -1.53], [-0.53, -2.15, -2.36], [-1.88, -1.99, -3.04], [-2.67, -1.98, -2.29], [-2.05, -2.80, -3.74], [-1.89, -1.04, -3.57], [0.27, -2.21, -3.12], [-0.51, -3.07, -1.76], [1.79, -2.71, -1.36], [3.92, -2.14, -0.28], [4.13, 1.77, 1.87], [5.78, 1.13, 1.93], [6.16, 1.79, -0.42], [4.51, 2.40, -0.55], [5.66, 3.20, 0.53]], "mulliken_charge": [-1.03, -0.37, -0.47, 0.49, -0.95, -0.77, 0.31, -1.11, 0.41, 0.53, 0.09, 0.44, -0.65, -1.04, -0.72, 0.48, 0.34, 1.59, -0.75, -0.79, 0.09, -0.51, -0.75, 0.90, -0.79, -0.49, 0.58, 0.38, -1.65, 0.35, 0.36, 0.41, 0.41, 0.57, 0.43, 0.44, 0.50, 0.30, -0.47, -1.43, 0.26, 0.45, 0.29, 0.50, 0.28, 0.51, 0.46, 0.30, 0.32, 0.31, 0.32, 0.36], "e_tot_ha": -1606.2551, "e_above_lowest_kcal_mol": 27.64, "homo_lumo_gap_ev": 8.49, "homo_energy_ev": -7.864, "lumo_energy_ev": 0.63}